Computed, not measured: 10 unconnected molecules or ions with the total composition C37H85F3N6O7 in a non-equilibrium geometry, with ωB97M-V/def2-TZVPD.

```
! wB97M-V def2-TZVPD RIJCOSX def2/J DEFGRID3
* xyz 4 1
C 1.201 -0.596 0.125
C 0.993 -0.031 1.548
C 0.139 1.231 1.662
O 0.621 -1.000 2.423
H 0.208 -0.381 -0.358
H 1.409 -1.654 0.126
H 1.971 -0.187 -0.473
H 1.993 0.210 1.946
H 0.230 1.984 0.851
H 0.440 1.762 2.589
H -0.934 1.052 1.696
C 0.684 3.372 -10.777
C 1.809 4.338 -10.424
O 1.890 5.435 -10.039
N 3.242 3.590 -10.834
H 3.946 4.013 -10.305
H 3.261 2.625 -10.506
C 3.482 3.705 -12.287
H -0.226 3.940 -10.855
H 0.640 2.720 -9.907
H 0.784 2.766 -11.679
H 4.540 3.446 -12.614
H 3.344 4.766 -12.572
H 2.791 2.986 -12.784
C -4.564 -4.659 1.256
C -3.808 -3.500 0.707
O -2.567 -3.439 0.834
N -4.448 -2.620 -0.006
H -5.428 -2.756 -0.096
H 0.671 8.729 10.619
C -3.791 -1.412 -0.617
H -4.050 -5.520 0.973
H -5.595 -4.820 0.944
H -4.396 -4.664 2.371
H -4.548 -0.911 -1.185
H -2.879 -1.680 -1.110
H -3.532 -0.853 0.358
C 4.103 -5.983 -2.408
C 2.602 -6.131 -2.121
O 2.160 -6.145 -0.952
N 1.777 -6.176 -3.216
H 2.142 -6.124 -4.068
H 4.541 0.143 -11.031
C 0.482 -6.806 -3.034
H 4.249 -4.947 -2.587
H 4.308 -6.560 -3.311
H 4.608 -6.245 -1.477
H -0.345 -6.050 -2.963
H 0.520 -7.415 -2.101
H 0.294 -7.253 -3.955
C 0.719 -6.659 1.931
C 0.325 -5.284 2.049
O 0.339 -4.520 2.986
N -0.318 -4.765 0.654
H -1.301 -4.561 0.668
H -0.313 -1.068 2.320
C 0.352 -4.148 -0.245
H -0.239 -7.162 1.762
H 1.095 -7.097 2.858
H 1.296 -6.929 1.030
H -3.112 -5.095 9.733
H 1.466 -4.065 -0.135
H -0.065 -3.658 -1.055
C 1.415 -1.301 6.094
C 1.399 -2.618 6.836
C 1.272 -2.496 8.343
C 2.561 -1.906 9.003
N 2.337 -1.712 10.527
C 1.821 -2.930 11.248
C 0.338 -2.670 11.669
C 0.364 -1.197 11.922
C 1.373 -0.591 10.904
C 3.681 -1.382 11.140
H 0.579 -0.688 6.394
H 1.255 -1.542 5.021
H 2.302 -0.693 6.254
H 2.264 -3.234 6.626
H 0.628 -3.231 6.422
H 0.990 -3.419 8.851
H 0.449 -1.795 8.578
H 2.915 -0.923 8.712
H 3.377 -2.621 8.994
H 2.309 -2.916 12.235
H 1.921 -3.778 10.600
H 0.116 -3.196 12.550
H -0.397 -3.026 10.978
H 0.863 -1.009 12.885
H -0.610 -0.673 11.994
H 1.920 0.243 11.297
H 0.893 -0.326 9.995
H 4.231 -2.328 11.139
H 3.440 -1.078 12.157
H 4.203 -0.525 10.623
C -6.369 2.957 -2.329
C -6.627 4.387 -2.796
C -5.785 5.519 -2.210
C -5.801 5.556 -0.673
N -5.040 6.730 -0.039
C -5.336 6.898 1.423
C -4.930 8.351 1.746
C -4.987 9.118 0.370
C -5.401 8.075 -0.655
C -3.554 6.460 -0.150
H -6.683 2.816 -1.271
H -5.292 2.786 -2.258
H -6.783 2.189 -2.956
H -7.726 4.459 -2.749
H -6.347 4.356 -3.831
H -6.245 6.476 -2.474
H -4.805 5.456 -2.676
H -5.439 4.606 -0.290
H -6.881 5.612 -0.411
H -4.771 6.173 1.980
H -6.386 6.799 1.607
H -3.929 8.276 2.168
H -5.594 8.777 2.502
H -3.974 9.533 0.180
H -5.663 9.978 0.401
H -4.906 8.134 -1.635
H -6.436 8.088 -0.893
H -3.240 5.694 0.569
H -3.058 7.375 0.123
H -3.395 6.077 -1.175
C 5.350 0.252 -9.287
O 5.630 -0.992 -9.718
O 4.429 0.796 -10.232
C 4.752 0.419 -7.916
F 5.659 0.149 -6.925
F 4.359 1.673 -7.773
F 3.574 -0.231 -7.793
C 6.960 -1.408 -9.404
C 7.056 -2.972 -9.425
H 6.517 -3.209 -10.329
H 8.095 -3.223 -9.339
H 6.565 -3.506 -8.567
H 7.248 -1.011 -8.433
H 7.521 -1.063 -10.228
H 6.248 0.893 -9.148
*
```

Results
HOMO-LUMO gap	1.0	eV
highest occupied orbital energy	-0.4246	hartree